Here is a structure of composition C46H41IrN7S2Sb2 from OMol25. Energies are from ωB97M-V/def2-TZVPD.

The value obtained for the molar mass is 1191.8 g/mol. The net charge is +2. The calculation puts the energy above the lowest of the compared OMol25 structures with the same formula, charge and spin at 3.1 kcal/mol. The calculation puts the lowest unoccupied orbital energy (spin up / spin down) at -0.2228 / -0.2488 Eh. The calculation puts the HOMO energy (spin up / spin down) at -0.4616 / -0.4689 Ha. The spin multiplicity is 2.

```
99
Properties=species:S:1:pos:R:3:lowdin_charge:R:1
Ir 0.372 0.424 0.306 0.879
C 1.002 3.028 3.240 -0.262
Sb -0.183 2.676 1.518 1.371
C -2.113 2.622 2.381 -0.253
C -0.267 4.585 0.544 -0.267
C -1.663 4.836 0.052 -0.304
C -2.480 5.718 0.754 -0.049
C -3.786 5.956 0.356 -0.057
C -4.283 5.312 -0.767 -0.056
C -3.469 4.447 -1.480 -0.050
C -2.158 4.183 -1.087 -0.276
C -1.319 3.253 -1.916 -0.288
Sb -1.363 1.133 -1.522 1.297
C -3.483 1.013 -1.490 -0.265
C -0.755 0.601 -3.473 -0.273
H 0.543 3.839 3.802 0.025
H 2.016 3.311 2.961 0.021
H 1.038 2.136 3.865 0.006
H -2.330 3.604 2.799 0.029
H -2.136 1.877 3.176 0.014
H -2.869 2.394 1.631 0.013
H 0.460 4.641 -0.262 0.051
H 0.025 5.312 1.303 0.078
H -2.078 6.237 1.616 0.120
H -4.403 6.651 0.909 0.115
H -5.294 5.499 -1.102 0.114
H -3.856 3.987 -2.382 0.112
H -0.269 3.551 -1.962 0.055
H -1.679 3.276 -2.948 0.075
H -3.806 1.664 -2.300 0.020
H -3.891 1.391 -0.553 0.019
H -3.826 -0.001 -1.669 -0.034
H -1.567 0.848 -4.157 0.031
H -0.523 -0.459 -3.547 -0.012
H 0.127 1.194 -3.713 0.021
N 6.412 -3.558 -7.089 0.187
C 5.746 -3.121 -6.263 -0.167
C 4.910 -2.575 -5.228 -0.210
C 5.141 -2.920 -3.899 0.003
C 4.329 -2.403 -2.905 -0.013
C 3.294 -1.529 -3.230 -0.196
C 3.077 -1.177 -4.560 -0.010
C 3.875 -1.705 -5.560 0.004
C 2.421 -0.968 -2.165 -0.034
C 1.633 -1.854 -1.448 -0.239
C 1.590 -3.268 -1.596 0.010
C 0.728 -3.750 -0.647 -0.054
C 0.236 -2.623 0.043 -0.220
N 0.758 -1.492 -0.423 -0.108
C 2.504 0.421 -1.954 -0.264
C 3.432 1.288 -2.569 0.005
C 3.256 2.543 -2.020 -0.038
C 2.223 2.412 -1.090 -0.186
N 1.751 1.156 -1.043 -0.176
H 5.952 -3.591 -3.652 0.130
H 4.505 -2.669 -1.871 0.128
H 2.274 -0.497 -4.814 0.123
H 3.702 -1.445 -6.595 0.130
H 2.139 -3.835 -2.330 0.125
H 0.444 -4.773 -0.468 0.114
H -0.494 -2.630 0.834 0.098
H 4.158 0.997 -3.310 0.124
H 3.797 3.447 -2.247 0.111
H 1.819 3.179 -0.456 0.057
S 1.119 -2.823 7.014 1.104
N -0.198 -2.567 6.128 -0.194
C 0.197 -1.949 5.026 -0.299
C -0.669 -1.532 3.942 -0.061
C -2.047 -1.756 3.909 0.054
C -2.765 -1.330 2.814 0.005
C -2.106 -0.680 1.776 -0.131
N -0.797 -0.450 1.799 -0.109
C -0.072 -0.878 2.864 -0.146
C 1.369 -0.653 2.817 -0.148
N 1.842 -0.031 1.715 -0.053
C 3.147 0.190 1.598 -0.060
C 4.046 -0.195 2.590 0.010
C 3.583 -0.823 3.724 0.053
C 2.212 -1.063 3.848 -0.062
C 1.593 -1.721 4.981 -0.298
N 2.230 -2.170 6.052 -0.192
H -2.525 -2.266 4.736 0.137
H -3.831 -1.495 2.744 0.127
H -2.632 -0.345 0.892 0.078
H 3.475 0.684 0.693 0.119
H 5.098 0.007 2.451 0.128
H 4.253 -1.136 4.513 0.137
S -2.091 -2.169 -1.775 0.820
C -3.632 -2.890 -1.884 -0.669
C -3.843 -3.938 -2.809 -0.091
C -5.080 -4.537 -2.919 -0.052
C -6.130 -4.116 -2.109 -0.034
C -5.943 -3.088 -1.183 -0.059
C -4.713 -2.481 -1.071 -0.118
H -3.015 -4.255 -3.428 0.106
H -5.233 -5.335 -3.633 0.118
H -7.100 -4.587 -2.196 0.119
H -6.766 -2.770 -0.558 0.114
H -4.559 -1.680 -0.358 0.085
```

---

Here is the ion C4H8N3O2 with charge +1 in a non-equilibrium geometry from OMol25. Energies are from ωB97M-V/def2-TZVPD.

The value obtained for the molar mass is 130.1 g/mol. The net charge is +1. The calculation puts the energy above the lowest of the compared OMol25 structures with the same formula, charge and spin at 98.7 kcal/mol. The calculation puts the lowest unoccupied orbital energy (spin up / spin down) at -0.1638 / -0.1638 Eh. Its SMILES is CC(=[NH2+])/C([O-])=N/OC=[NH2+]. The calculation puts the HOMO energy (spin up / spin down) at -0.4554 / -0.4554 Ha. The spin multiplicity is 1.

```
17
Properties=species:S:1:pos:R:3:lowdin_charge:R:1
C -2.616 -1.546 0.692 0.049
C -1.597 -0.466 0.522 -0.226
N -1.581 0.521 1.319 0.244
C -0.513 -0.700 -0.360 -0.501
O -0.532 -1.596 -1.171 0.104
N 0.430 0.286 -0.125 0.048
O 1.534 0.467 -0.933 0.004
C 2.527 1.297 -0.678 -0.065
N 3.450 1.182 -1.574 0.253
H -2.212 -1.858 1.662 0.120
H -2.348 -2.410 0.109 0.092
H -3.666 -1.159 0.698 0.131
H -2.271 0.635 2.043 0.156
H -0.799 1.222 1.316 0.165
H 2.501 1.978 0.201 0.186
H 4.232 1.747 -1.601 0.122
H 3.462 0.400 -2.119 0.119
```

---

Here is a cluster of 2 separate species, C19H17BBr2F7N5O3 in total in a non-equilibrium geometry from OMol25. Energies are from ωB97M-V/def2-TZVPD.

The value obtained for the molar mass is 667.0 g/mol. The calculation puts the lowest unoccupied orbital energy at -0.0570 Eh. Its SMILES is C/C(Br)=C(/Br)c1cc(N)c(C(F)(F)C(F)(F)C(F)(F)F)c2nc(B(N)O)c(OC#N)nc12.C1CCOC1. The calculation puts the HOMO energy at -0.3357 Ha. The spin multiplicity is 1.

```
54
Properties=species:S:1:pos:R:3:lowdin_charge:R:1
C 1.632 -3.164 0.186 -0.116
C 2.242 -1.943 -0.574 -0.681
Br 4.192 -1.665 -0.449 0.674
C 1.496 -1.066 -1.308 -0.650
Br 2.421 0.398 -2.247 0.647
C -0.051 -1.190 -1.464 -0.139
C -0.548 -2.319 -2.211 0.054
C -2.063 -2.448 -2.344 -0.164
N -2.510 -3.601 -3.081 0.083
C -2.997 -1.480 -1.742 0.009
C -4.537 -1.597 -1.880 -0.314
F -5.155 -0.384 -2.227 0.079
F -4.969 -2.515 -2.820 0.090
C -5.231 -2.035 -0.482 -0.270
F -6.384 -2.742 -0.865 0.089
F -5.673 -0.973 0.256 0.134
C -4.370 -3.059 0.361 -0.420
F -3.859 -4.083 -0.403 0.140
F -5.251 -3.680 1.245 0.112
F -3.427 -2.455 1.141 0.148
C -2.394 -0.335 -0.945 -0.103
N -3.294 0.537 -0.349 0.178
C -2.706 1.570 0.321 -0.011
B -3.692 2.668 1.014 -0.469
N -3.364 3.439 2.211 0.168
O -4.966 2.834 0.412 0.094
C -1.218 1.698 0.382 -0.200
O -0.707 2.841 1.098 0.018
C -0.464 2.394 2.384 -0.277
N -0.666 2.127 3.486 0.191
N -0.282 0.872 -0.132 0.223
C -0.941 -0.149 -0.802 -0.117
H 2.480 -3.847 0.494 0.069
H 0.971 -3.796 -0.473 0.074
H 1.115 -2.882 1.149 0.097
H 0.158 -3.054 -2.670 0.130
H -3.115 -3.319 -3.856 0.098
H -1.702 -4.113 -3.448 0.090
H -4.202 4.004 2.411 0.090
H -2.621 4.126 2.062 0.082
H -4.893 3.265 -0.455 0.108
C 5.972 3.393 1.499 -0.177
C 7.228 2.573 1.717 -0.178
C 6.710 1.156 1.550 -0.208
O 5.619 1.220 0.622 -0.190
C 5.258 2.593 0.424 -0.207
H 6.166 4.424 1.203 0.113
H 5.374 3.406 2.415 0.116
H 7.959 2.798 0.935 0.115
H 7.702 2.742 2.685 0.113
H 6.324 0.759 2.495 0.118
H 7.473 0.472 1.171 0.117
H 5.591 2.887 -0.577 0.118
H 4.172 2.697 0.474 0.115
```